Record 1
{
  "formula": "CH7NO2",
  "method": "the ωB97M-V functional and the def2-TZVPD basis",
  "species": ["N", "C", "O", "H", "H", "H", "H", "H", "H", "H", "O"],
  "xyz": [[-0.140, -0.384, -0.770], [0.138, 0.739, 0.134], [2.486, -0.200, 0.353], [-0.805, 1.264, 0.281], [0.500, -1.141, -0.538], [0.881, 1.359, -0.393], [0.587, 0.536, 1.109], [3.339, -0.638, 0.221], [-1.169, -0.578, -0.626], [-3.320, -0.708, 0.138], [-2.496, -0.248, 0.092]],
  "lowdin_charge": [0.16, -0.12, -0.21, 0.08, 0.10, 0.13, 0.09, -0.03, 0.03, -0.03, -0.18],
  "homo_lumo_gap_ha": 0.1534,
  "energy_ha": -247.215193,
  "homo_energy_ev": -9.27,
  "lumo_energy_ev": -5.096,
  "max_force_ha_per_bohr": 0.07778,
  "charge": 0
}

=====

Record 2
{
  "formula": "CH7NO3",
  "method": "the ωB97M-V functional and the def2-TZVPD basis",
  "species": ["C", "N", "O", "H", "H", "H", "H", "H", "O", "H", "H", "O"],
  "xyz": [[1.069, 0.534, 0.434], [1.181, -0.648, 1.136], [0.945, 0.269, -0.887], [0.171, 1.061, 0.763], [1.927, 1.241, 0.542], [1.972, -1.189, 0.786], [-0.517, -1.155, 0.861], [-2.149, 0.714, -1.872], [-1.402, 0.490, -1.304], [-0.035, 0.348, -1.185], [-1.699, -0.640, -0.075], [-1.463, -1.024, 0.799]],
  "lowdin_charge": [-0.41, 0.30, 0.02, 0.14, 0.17, 0.10, -0.04, 0.01, -0.23, -0.01, 0.00, -0.05],
  "homo_lumo_gap_ha": 0.1827,
  "energy_ha": -322.517143,
  "homo_energy_ev": -9.92,
  "lumo_energy_ev": -4.951,
  "max_force_ha_per_bohr": 0.04954,
  "charge": 0
}

=====

Record 3
{
  "formula": "CH7NO4",
  "method": "the ωB97M-V functional and the def2-TZVPD basis",
  "species": ["N", "C", "O", "O", "H", "H", "H", "H", "H", "O", "H", "H", "O"],
  "xyz": [[-0.415, 0.054, 0.383], [-0.368, 1.414, 0.520], [-0.117, 1.769, 1.806], [-0.505, 2.195, -0.377], [-0.928, -0.306, -0.411], [-0.612, -0.436, 1.246], [0.448, 2.551, 1.806], [-0.834, -3.163, -1.925], [0.378, -2.234, -1.709], [-0.559, -2.245, -1.963], [2.405, -2.172, 0.344], [1.431, -1.064, 0.038], [1.585, -2.003, -0.137]],
  "lowdin_charge": [0.16, -0.66, 0.09, 0.10, 0.10, 0.12, 0.12, 0.03, 0.00, -0.07, 0.05, 0.02, -0.07],
  "homo_lumo_gap_ha": 0.4080,
  "energy_ha": -398.055718,
  "homo_energy_ev": -10.68,
  "lumo_energy_ev": 0.418,
  "max_force_ha_per_bohr": 0.01364,
  "charge": 0
}

=====

Record 4
{
  "formula": "CH7NOS",
  "method": "the ωB97M-V functional and the def2-TZVPD basis",
  "species": ["S", "H", "H", "N", "C", "O", "H", "H", "H", "H", "H"],
  "xyz": [[-2.446, 2.187, 2.774], [-2.574, 2.473, 4.039], [-2.537, 0.904, 2.743], [1.889, -2.166, -3.031], [1.551, -1.794, -1.595], [1.545, -0.396, -1.348], [2.733, -1.773, -3.463], [1.564, -3.071, -3.085], [2.236, -2.330, -0.887], [0.493, -2.028, -1.352], [2.333, -0.067, -0.806]],
  "lowdin_charge": [0.51, -0.25, -0.26, 0.01, -0.33, -0.11, 0.08, 0.01, 0.11, 0.11, 0.12],
  "homo_lumo_gap_ha": 0.3629,
  "energy_ha": -570.422514,
  "homo_energy_ev": -9.07,
  "lumo_energy_ev": 0.800,
  "max_force_ha_per_bohr": 0.08548,
  "charge": 0
}

=====

Record 5
{
  "formula": "CH7NS",
  "method": "the ωB97M-V functional and the def2-TZVPD basis",
  "species": ["S", "H", "C", "N", "H", "H", "H", "H", "H", "H"],
  "xyz": [[-1.355, -0.453, 0.905], [-1.894, 0.742, 1.171], [1.834, -0.216, -0.905], [0.733, 0.867, -0.782], [2.533, -0.034, -1.745], [2.367, -0.167, 0.065], [1.361, -1.200, -0.986], [0.178, 0.976, -1.662], [1.122, 1.784, -0.546], [-0.123, 0.367, 0.124]],
  "lowdin_charge": [0.17, -0.32, -0.09, -0.09, 0.08, 0.08, 0.07, 0.12, 0.11, -0.14],
  "homo_lumo_gap_ha": 0.3086,
  "energy_ha": -495.195052,
  "homo_energy_ev": -7.85,
  "lumo_energy_ev": 0.544,
  "max_force_ha_per_bohr": 0.03099,
  "charge": 0
}

=====

Record 6
{
  "formula": "CH7NS2",
  "method": "the ωB97M-V functional and the def2-TZVPD basis",
  "species": ["S", "S", "H", "H", "C", "N", "H", "H", "H", "H", "H"],
  "xyz": [[-0.041, 1.407, 3.241], [-1.081, 1.860, 1.487], [0.622, 2.571, 3.252], [-0.706, 0.780, 0.762], [0.132, -0.846, -1.829], [0.025, -0.905, -0.367], [0.276, 0.191, -2.120], [-0.792, -1.199, -2.271], [1.009, -1.362, -2.229], [0.909, -0.728, 0.092], [-0.354, -1.770, -0.017]],
  "lowdin_charge": [0.21, 0.21, -0.22, -0.26, -0.17, -0.09, 0.06, 0.07, 0.06, 0.07, 0.06],
  "homo_lumo_gap_ha": 0.3376,
  "energy_ha": -893.403630,
  "homo_energy_ev": -8.65,
  "lumo_energy_ev": 0.538,
  "max_force_ha_per_bohr": 0.01423,
  "charge": 0
}

=====

Record 7
{
  "formula": "CH7NSi",
  "method": "the ωB97M-V functional and the def2-TZVPD basis",
  "species": ["C", "N", "Si", "H", "H", "H", "H", "H", "H", "H"],
  "xyz": [[-0.956, -0.680, 0.489], [0.097, 0.200, -0.180], [1.561, -0.221, 0.467], [-1.100, -0.432, 1.537], [-1.928, -0.345, 0.173], [-0.712, -1.712, 0.462], [-0.652, 2.286, -1.854], [1.411, -1.035, 1.815], [-0.659, 2.425, -2.783], [2.939, -0.486, -0.126]],
  "lowdin_charge": [-0.29, -0.33, 0.66, 0.04, 0.05, 0.03, -0.01, -0.06, 0.00, -0.10],
  "homo_lumo_gap_ha": 0.3121,
  "energy_ha": -386.384046,
  "homo_energy_ev": -9.09,
  "lumo_energy_ev": -0.594,
  "max_force_ha_per_bohr": 0.07815,
  "charge": 0
}

=====

Record 8
{
  "formula": "CH7O3",
  "method": "the ωB97M-V functional and the def2-TZVPD basis",
  "species": ["C", "O", "H", "H", "H", "H", "H", "O", "H", "H", "O"],
  "xyz": [[-0.640, -0.675, 0.802], [0.310, 0.035, 0.070], [-1.114, -1.461, 0.195], [-0.217, -1.156, 1.688], [-1.431, -0.033, 1.171], [0.553, -0.691, -0.917], [1.646, -1.757, -1.498], [0.813, -1.394, -1.821], [-0.435, 2.928, -0.255], [0.253, 1.595, 0.237], [0.262, 2.610, 0.327]],
  "lowdin_charge": [-0.26, -0.32, 0.06, 0.05, 0.05, -0.04, -0.05, -0.30, -0.01, -0.02, -0.15],
  "homo_lumo_gap_ha": 0.3171,
  "energy_ha": -268.034112,
  "homo_energy_ev": -4.19,
  "lumo_energy_ev": 4.436,
  "max_force_ha_per_bohr": 0.01791,
  "charge": -1
}

=====

Record 9
{
  "formula": "CH7OS",
  "method": "the ωB97M-V functional and the def2-TZVPD basis",
  "species": ["O", "H", "H", "H", "C", "S", "H", "H", "H", "H"],
  "xyz": [[-0.239, 1.817, 0.809], [-1.193, -0.888, -1.716], [0.567, 2.280, 1.080], [-0.961, 2.301, 1.225], [0.219, -1.111, 0.237], [0.109, -1.174, -1.554], [1.124, -0.573, 0.530], [-0.606, -0.528, 0.617], [0.263, -2.102, 0.665], [0.717, -0.022, -1.892]],
  "lowdin_charge": [-0.06, 0.00, 0.06, 0.06, -0.33, 1.09, 0.07, 0.04, 0.06, 0.00],
  "homo_lumo_gap_ha": 0.4215,
  "energy_ha": -515.417106,
  "homo_energy_ev": -15.63,
  "lumo_energy_ev": -4.166,
  "max_force_ha_per_bohr": 0.02062,
  "charge": 1
}

=====

Record 10
{
  "formula": "CH8BCrIO",
  "method": "the ωB97M-V functional and the def2-TZVPD basis",
  "species": ["Cr", "B", "H", "H", "H", "H", "I", "C", "O", "H", "H", "H", "H"],
  "xyz": [[-0.024, -2.044, 0.353], [-0.540, -1.413, 1.754], [-0.265, -0.670, 1.021], [-1.114, -2.125, 1.182], [0.302, -1.914, 2.205], [-1.129, -0.990, 2.553], [-1.219, -0.657, -0.848], [0.414, 1.591, -1.146], [1.340, 2.282, -1.940], [-0.196, 0.885, -1.710], [0.906, 1.165, -0.271], [-0.367, 2.237, -0.744], [1.892, 1.653, -2.411]],
  "lowdin_charge": [0.64, -0.59, -0.10, -0.05, 0.07, 0.07, 1.24, -0.32, -0.06, -0.14, 0.07, 0.09, 0.09],
  "homo_lumo_gap_ha": [0.2670, 0.2721],
  "energy_ha": -1484.521148,
  "homo_energy_ev": [-13.62, -13.91],
  "lumo_energy_ev": [-6.356, -6.505],
  "max_force_ha_per_bohr": 0.27127,
  "charge": 1,
  "spin_multiplicity": 4
}

=====

Record 11
{
  "formula": "CH8N10",
  "method": "the ωB97M-V functional and the def2-TZVPD basis",
  "species": ["C", "N", "N", "N", "N", "N", "N", "N", "N", "N", "N", "H", "H", "H", "H", "H", "H", "H", "H"],
  "xyz": [[1.021, 0.057, -0.437], [-2.872, -1.210, 1.653], [-2.224, -0.289, 2.261], [-2.719, -1.014, 0.343], [-1.619, 0.433, 1.309], [1.584, -0.685, -1.433], [-2.031, 0.063, 0.107], [1.462, 0.029, 0.856], [0.126, 1.067, -0.530], [2.526, -0.501, 1.281], [-0.201, 1.664, -1.625], [1.373, -0.681, -2.461], [-0.927, 1.153, 1.370], [3.166, -0.692, 0.569], [2.876, -0.526, 2.324], [2.473, -1.233, -1.272], [-3.188, -1.632, -0.353], [-0.907, 2.351, -1.432], [0.084, 1.645, -2.528]],
  "lowdin_charge": [-0.41, 0.12, 0.14, 0.09, 0.07, 0.16, 0.14, 0.07, 0.01, 0.17, 0.19, 0.15, 0.15, 0.10, 0.23, 0.14, 0.23, 0.14, 0.11],
  "homo_lumo_gap_ha": [0.2751, 0.2816],
  "energy_ha": -589.625886,
  "homo_energy_ev": [-16.71, -16.78],
  "lumo_energy_ev": [-9.221, -9.120],
  "max_force_ha_per_bohr": 0.08685,
  "charge": 2
}

=====

Record 12
{
  "formula": "CH8N2",
  "method": "the ωB97M-V functional and the def2-TZVPD basis",
  "species": ["N", "H", "H", "H", "C", "N", "H", "H", "H", "H", "H"],
  "xyz": [[1.217, 2.199, -0.786], [0.618, 1.448, -0.360], [1.479, 1.942, -1.684], [1.832, 2.786, -0.230], [-0.950, -1.056, 0.982], [-0.273, -1.255, -0.240], [-1.318, 0.022, 1.057], [-1.784, -1.654, 0.963], [-0.361, -1.417, 1.800], [0.531, -1.736, -0.452], [-0.989, -1.278, -1.049]],
  "lowdin_charge": [0.01, 0.01, -0.04, 0.01, -0.22, -0.09, 0.09, 0.03, 0.07, 0.02, 0.11],
  "homo_lumo_gap_ha": 0.3628,
  "energy_ha": -152.358330,
  "homo_energy_ev": -8.75,
  "lumo_energy_ev": 1.120,
  "max_force_ha_per_bohr": 0.10634,
  "charge": 0
}